No. 1
{
  "formula": "C5H7NO2",
  "method": "ωB97M-V/def2-TZVPD",
  "mol_weight_da": 113.1,
  "homo_energy_ev": -7.41,
  "orbital_gap_ev": 8.03,
  "total_charge": 0,
  "spin_multiplicity": 1,
  "e_above_lowest_ev": 2.287,
  "symbols": ["C", "C", "C", "C", "C", "N", "O", "O", "H", "H", "H", "H", "H", "H", "H"],
  "xyz": [[1.117, -0.761, -1.206], [-1.233, 0.236, 1.689], [2.012, -0.246, -0.191], [-0.159, -0.300, 0.784], [-0.051, -0.015, -0.572], [-0.834, 0.821, -1.378], [0.937, -0.763, 1.319], [3.027, 0.262, 0.083], [-1.364, 1.523, -0.883], [-1.433, 0.340, -2.035], [1.382, -0.364, -2.186], [1.060, -1.851, -1.215], [-0.875, 1.132, 2.207], [-2.133, 0.500, 1.133], [-1.453, -0.513, 2.450]],
  "forces_ev_per_angstrom": [[-0.10, 0.88, 0.19], [0.15, -0.21, -0.11], [1.78, -1.04, 1.90], [0.34, 2.09, -1.62], [-1.33, -0.89, 0.82], [-0.31, 0.09, -0.34], [1.41, -0.38, -0.80], [-1.90, -0.31, -0.35], [0.11, -0.05, 0.06], [-0.09, -0.01, -0.01], [0.05, 0.04, 0.11], [-0.04, 0.04, 0.15], [0.06, -0.13, -0.06], [-0.01, -0.15, 0.07], [-0.14, 0.03, 0.00]]
}



No. 2
{
  "formula": "C22H34N3OPtTe",
  "method": "ωB97M-V/def2-TZVPD",
  "mol_weight_da": 679.2,
  "homo_energy_ev": [-10.37, -10.36],
  "orbital_gap_ev": [6.88, 6.87],
  "total_charge": 1,
  "spin_multiplicity": 1,
  "e_above_lowest_ev": 0.090,
  "symbols": ["Pt", "C", "C", "O", "N", "C", "C", "C", "C", "C", "C", "N", "H", "H", "H", "H", "H", "H", "H", "H", "H", "H", "C", "Te", "C", "H", "H", "H", "H", "H", "H", "C", "C", "C", "C", "C", "C", "C", "C", "N", "C", "C", "C", "C", "H", "H", "H", "H", "H", "H", "H", "H", "H", "H", "H", "H", "H", "H", "H", "H", "H", "H"],
  "xyz": [[-0.366, 1.325, 1.457], [3.644, -2.246, -0.354], [2.696, -1.408, 0.461], [1.621, -1.005, 0.046], [3.082, -1.123, 1.738], [2.227, -0.321, 2.594], [0.926, -1.008, 2.945], [0.963, -2.184, 3.685], [-0.208, -2.800, 4.070], [-1.414, -2.206, 3.727], [-1.384, -1.042, 2.993], [-0.240, -0.458, 2.582], [3.407, -2.125, -1.407], [3.514, -3.296, -0.088], [4.684, -1.975, -0.176], [3.981, -1.426, 2.069], [2.006, 0.634, 2.122], [2.776, -0.123, 3.514], [1.923, -2.600, 3.956], [-0.185, -3.718, 4.642], [-2.363, -2.629, 4.024], [-2.291, -0.531, 2.721], [-2.753, -1.282, 0.048], [-1.380, 0.222, -0.558], [-2.898, 1.646, -0.959], [-3.464, -0.908, 0.779], [-2.207, -2.134, 0.441], [-3.278, -1.570, -0.861], [-3.653, 1.186, -1.593], [-2.428, 2.476, -1.481], [-3.331, 2.000, -0.024], [-3.569, 4.383, 4.196], [-3.001, 4.505, 2.807], [-3.622, 5.303, 1.854], [-3.076, 5.473, 0.586], [-3.735, 6.372, -0.426], [-1.901, 4.806, 0.260], [-1.263, 3.981, 1.189], [-1.818, 3.866, 2.467], [-0.125, 3.170, 0.924], [0.908, 3.581, -0.063], [0.500, 3.282, -1.509], [2.177, 2.783, 0.232], [1.244, 5.066, 0.128], [-4.658, 4.344, 4.174], [-3.286, 5.245, 4.804], [-3.202, 3.488, 4.698], [-4.543, 5.818, 2.108], [-4.765, 6.593, -0.150], [-3.736, 5.920, -1.418], [-3.201, 7.322, -0.501], [-1.506, 4.924, -0.737], [-1.280, 3.290, 3.212], [0.392, 2.205, -1.661], [1.288, 3.623, -2.182], [-0.423, 3.774, -1.807], [1.998, 1.711, 0.116], [2.520, 2.992, 1.247], [2.968, 3.069, -0.464], [0.447, 5.730, -0.199], [2.137, 5.304, -0.450], [1.453, 5.276, 1.178]],
  "forces_ev_per_angstrom": [[0.36, 0.10, -0.07], [0.00, 0.01, 0.03], [0.04, 0.08, 0.15], [-0.09, -0.08, -0.07], [-0.12, -0.04, -0.09], [0.02, -0.07, -0.11], [0.09, -0.16, 0.06], [0.03, 0.03, -0.06], [-0.01, -0.09, 0.06], [-0.03, 0.07, -0.04], [0.22, -0.03, 0.09], [-0.35, 0.05, 0.12], [-0.01, 0.01, 0.00], [0.00, 0.00, 0.00], [-0.01, -0.01, 0.01], [0.01, 0.03, 0.01], [0.03, 0.07, -0.08], [-0.01, 0.02, 0.04], [0.01, 0.00, -0.01], [-0.01, 0.01, 0.00], [0.01, 0.00, 0.00], [-0.12, 0.07, -0.07], [-0.04, 0.02, 0.00], [0.15, -0.01, -0.09], [-0.03, 0.05, 0.05], [0.03, 0.04, 0.00], [0.03, -0.01, 0.01], [-0.01, -0.05, 0.02], [0.02, -0.01, -0.01], [-0.03, -0.02, 0.02], [0.02, -0.02, -0.04], [0.01, 0.00, -0.03], [-0.05, -0.02, 0.09], [-0.03, 0.05, -0.04], [-0.02, 0.01, 0.02], [0.00, 0.00, 0.02], [0.04, -0.03, 0.00], [0.18, -0.13, -0.15], [-0.02, 0.01, 0.02], [-0.30, -0.04, 0.16], [-0.07, 0.16, 0.03], [0.03, 0.08, -0.05], [0.01, -0.04, 0.02], [-0.05, -0.03, -0.05], [0.01, 0.00, 0.00], [0.01, 0.00, 0.00], [0.00, 0.00, 0.00], [0.01, -0.01, 0.00], [0.00, -0.01, 0.00], [0.00, 0.00, 0.00], [0.00, 0.00, 0.00], [-0.02, 0.02, 0.01], [0.02, -0.01, 0.04], [0.01, 0.01, 0.00], [-0.02, -0.02, -0.01], [0.04, -0.03, -0.01], [0.02, 0.00, 0.01], [0.02, -0.05, 0.02], [-0.02, 0.00, 0.01], [0.01, 0.00, 0.01], [0.00, 0.00, 0.00], [-0.01, -0.02, 0.00]]
}



No. 3
{
  "formula": "C4H10N2O2",
  "method": "ωB97M-V/def2-TZVPD",
  "mol_weight_da": 118.1,
  "smiles": "C[C@H](N)CNC(=O)O",
  "homo_energy_ev": -9.14,
  "orbital_gap_ev": 9.90,
  "total_charge": 0,
  "spin_multiplicity": 1,
  "e_above_lowest_ev": 2.368,
  "symbols": ["C", "N", "C", "O", "O", "C", "C", "N", "H", "H", "H", "H", "H", "H", "H", "H", "H", "H"],
  "xyz": [[0.526, -0.256, 1.029], [-0.822, -0.702, 1.253], [-1.928, 0.081, 0.880], [-1.608, 1.337, 1.126], [-3.098, -0.057, 0.612], [0.664, 0.273, -0.427], [0.189, -0.678, -1.516], [2.101, 0.579, -0.622], [0.711, 0.624, 1.682], [1.327, -1.009, 1.318], [-1.014, -1.702, 0.862], [-2.273, 2.052, 1.113], [0.168, 1.249, -0.258], [0.209, -0.214, -2.472], [-0.964, -0.838, -1.352], [0.815, -1.656, -1.440], [2.285, 1.153, -1.323], [2.713, -0.236, -0.466]],
  "forces_ev_per_angstrom": [[1.18, 0.89, -0.19], [-2.80, -4.02, -1.69], [-0.90, 2.01, 1.64], [2.66, 3.26, 0.82], [0.10, -3.04, -0.69], [2.26, 0.35, 0.89], [-2.20, -1.20, 1.90], [-1.35, -3.39, 4.80], [-0.03, -0.64, -0.34], [-1.38, 0.44, -0.45], [0.58, 2.33, 1.13], [-0.15, -1.47, -0.35], [-0.11, -0.54, -1.33], [0.57, 0.20, -0.90], [2.07, -0.39, -0.36], [-1.31, 1.61, -0.39], [1.30, 2.64, -3.84], [-0.47, 0.95, -0.65]]
}



No. 4
{
  "formula": "HLi2O2",
  "method": "ωB97M-V/def2-TZVPD",
  "mol_weight_da": 46.9,
  "homo_energy_ev": [-5.19, -7.84],
  "orbital_gap_ev": [4.83, 7.69],
  "total_charge": 0,
  "spin_multiplicity": 2,
  "e_above_lowest_ev": 0.108,
  "symbols": ["O", "O", "Li", "Li", "H"],
  "xyz": [[-0.310, 0.524, 0.051], [-0.523, -0.569, -0.206], [-1.840, 1.334, 0.841], [-2.263, -1.074, 0.358], [0.856, 1.644, -1.059]],
  "forces_ev_per_angstrom": [[2.70, 14.55, 3.74], [-3.15, -14.50, -3.36], [0.33, 0.30, -0.11], [0.19, -0.35, -0.21], [-0.07, 0.01, -0.07]]
}



No. 5
{
  "formula": "C2H4O2Rb",
  "method": "ωB97M-V/def2-TZVPD",
  "mol_weight_da": 145.5,
  "homo_energy_ev": -1.68,
  "orbital_gap_ev": 3.43,
  "total_charge": -1,
  "spin_multiplicity": 1,
  "e_above_lowest_ev": 0.232,
  "symbols": ["Rb", "O", "C", "C", "O", "H", "H", "H", "H"],
  "xyz": [[-0.969, 2.892, 0.815], [0.671, 1.285, -0.990], [0.695, -0.034, -0.559], [-0.428, -0.631, 0.370], [-0.870, -0.029, 1.551], [1.670, -0.268, -0.078], [0.632, -0.705, -1.445], [-0.073, -1.667, 0.591], [-1.329, -0.844, -0.256]],
  "forces_ev_per_angstrom": [[0.62, -1.57, -0.38], [-0.76, 0.20, 0.82], [-0.15, 0.59, -0.21], [-0.93, -0.06, 0.76], [0.65, 0.94, -0.68], [0.05, -0.03, 0.22], [0.09, -0.30, 0.00], [0.35, -0.03, -0.07], [0.08, 0.28, -0.47]]
}



No. 6
{
  "formula": "C4H8N2O2",
  "method": "ωB97M-V/def2-TZVPD",
  "mol_weight_da": 116.1,
  "smiles": "[H]/N=C(\\N)C(C)=C(O)O",
  "homo_energy_ev": -7.38,
  "orbital_gap_ev": 8.12,
  "total_charge": 0,
  "spin_multiplicity": 1,
  "e_above_lowest_ev": 3.086,
  "symbols": ["C", "C", "C", "C", "N", "O", "O", "N", "H", "H", "H", "H", "H", "H", "H", "H"],
  "xyz": [[0.151, 1.857, -0.326], [1.199, -0.518, 0.161], [-0.933, -0.517, -0.005], [0.111, 0.367, -0.188], [-2.216, -0.436, -0.471], [1.824, -1.250, -0.781], [2.043, -0.260, 1.190], [-0.428, -1.590, 0.632], [1.584, 0.322, 1.811], [2.420, -1.870, -0.334], [-2.933, -0.886, 0.077], [-2.504, 0.420, -0.918], [-0.745, -2.477, 0.235], [0.678, 2.216, -1.217], [-0.864, 2.261, -0.395], [0.613, 2.363, 0.529]],
  "forces_ev_per_angstrom": [[0.01, 0.22, -0.13], [-0.27, -0.56, 0.33], [0.60, 0.71, -0.62], [-0.58, 0.37, -0.01], [-0.41, -0.02, 0.07], [-0.07, -0.03, 0.34], [-0.26, -0.06, -0.32], [0.74, -0.28, 0.28], [-0.04, -0.14, -0.03], [0.00, 0.10, -0.08], [0.10, 0.04, -0.03], [0.10, -0.08, 0.08], [0.04, 0.03, 0.00], [0.01, -0.14, 0.03], [0.03, -0.12, 0.05], [0.02, -0.03, 0.04]]
}



No. 7
{
  "formula": "H2N2O4P",
  "method": "ωB97M-V/def2-TZVPD",
  "mol_weight_da": 125.0,
  "homo_energy_ev": -4.46,
  "orbital_gap_ev": 7.93,
  "total_charge": -1,
  "spin_multiplicity": 1,
  "e_above_lowest_ev": 1.887,
  "symbols": ["N", "N", "O", "O", "O", "O", "P", "H", "H"],
  "xyz": [[-2.328, 0.928, -0.331], [0.779, -1.174, 0.327], [-2.548, -0.147, 0.221], [1.246, 1.285, 1.139], [2.450, 0.473, -0.914], [-1.145, 1.204, -0.629], [1.229, 0.381, -0.030], [-0.199, -1.279, 0.768], [0.515, -1.671, -0.551]],
  "forces_ev_per_angstrom": [[-0.34, -0.02, 0.08], [-3.26, -1.46, -0.97], [0.25, -0.38, 0.12], [-1.14, -0.41, -0.36], [-2.63, -0.74, -0.39], [1.26, 0.03, -0.41], [2.98, 1.51, 1.71], [1.85, 1.11, -0.19], [1.03, 0.35, 0.42]]
}



No. 8
{
  "formula": "C8H18F2NO5PSSi2",
  "method": "ωB97M-V/def2-TZVPD",
  "mol_weight_da": 365.4,
  "homo_energy_ev": -8.04,
  "orbital_gap_ev": 7.34,
  "total_charge": 0,
  "spin_multiplicity": 1,
  "symbols": ["C", "C", "F", "Si", "O", "Si", "P", "S", "C", "O", "N", "C", "O", "F", "H", "H", "H", "H", "H", "H", "H", "H", "H", "H", "O", "C", "O", "C", "C", "C", "H", "H", "H", "H", "H", "H", "H", "H"],
  "xyz": [[4.422, -3.060, -0.747], [3.266, -3.894, -1.505], [2.512, -4.685, -0.518], [1.925, -2.743, -2.323], [0.648, -2.524, -1.169], [-0.833, -3.278, -1.651], [-2.525, -2.064, -0.814], [-1.784, -0.474, 0.063], [2.682, -0.985, -2.712], [3.658, -0.835, -3.515], [2.065, 0.156, -1.975], [3.046, 0.938, -1.223], [3.625, 0.450, -0.217], [3.297, 2.277, -1.628], [5.093, -2.473, -1.477], [5.088, -3.788, -0.139], [3.868, -2.355, -0.014], [3.689, -4.657, -2.268], [1.373, -3.334, -3.554], [-0.972, -3.475, -3.102], [-0.924, -4.621, -1.033], [-3.398, -1.651, -1.900], [-3.297, -2.816, 0.156], [1.456, 0.737, -2.571], [-3.519, 1.779, 0.523], [-3.033, 2.432, 1.417], [-3.762, 2.731, 2.512], [-3.229, 3.330, 3.701], [-3.190, 4.840, 3.581], [-1.648, 3.004, 1.288], [-2.255, 2.902, 3.954], [-3.906, 3.052, 4.513], [-2.534, 5.162, 2.770], [-2.839, 5.292, 4.511], [-4.186, 5.229, 3.356], [-1.698, 3.942, 0.733], [-1.033, 2.290, 0.736], [-1.149, 3.165, 2.241]],
  "forces_ev_per_angstrom": [[-0.64, -0.67, 0.41], [0.82, -0.23, 0.29], [1.12, 1.02, -1.30], [-0.52, 0.13, 1.95], [-0.36, -1.24, -2.80], [1.39, -0.11, 1.16], [-0.42, 1.49, 0.66], [0.29, -0.49, -0.19], [3.00, 0.58, -2.56], [-4.01, -0.50, 3.53], [2.04, 1.83, 0.07], [1.59, -1.83, 3.18], [-2.35, 2.62, -4.88], [-1.00, -2.91, 0.63], [-1.26, -0.88, 1.06], [-1.15, 1.21, -1.03], [1.21, -0.97, -1.19], [-0.60, 1.23, 1.32], [0.12, 0.11, -0.09], [0.05, 0.30, -0.14], [0.07, 0.10, 0.01], [0.22, -0.83, 0.65], [0.20, 0.02, -1.09], [0.47, -0.38, 0.25], [-0.16, 0.87, 0.96], [-0.10, -0.14, -0.89], [-0.39, -0.37, 0.25], [0.06, 0.18, -0.01], [0.04, 0.15, -0.16], [0.49, -0.33, 0.23], [-0.02, 0.05, -0.12], [-0.03, -0.12, -0.27], [0.05, -0.04, 0.11], [-0.03, -0.04, -0.05], [0.05, -0.09, 0.10], [0.00, -0.06, 0.05], [-0.20, 0.13, -0.14], [-0.06, 0.21, 0.00]]
}